1.
Molecular formula: C6H12O
Method: DFT, wB97M-V/def2-TZVPD

Output
Structure (SMILES) = CCO[C@H]1C[C@H]1C
Largest force on an atom = 1.31 eV Å⁻¹
Lowest unoccupied orbital energy = 0.0422 hartree
Total charge = 0
ΔE to the lowest compared entry with this formula, charge and spin = 188.59 kJ/mol
Gap between HOMO and LUMO = 9.891 eV

CARTESIAN COORDINATES (ANGSTROEM)
1 O -0.2276 -0.7242 0.0634
2 C 0.5167 0.7741 1.7851
3 C 2.4358 0.5099 -0.0535
4 C -2.4990 -1.2286 -0.7470
5 C -0.0871 0.6229 0.4273
6 C -1.0190 -1.0347 -1.0701
7 C 1.2949 1.2336 0.5859
8 H 0.8374 -0.1889 2.1793
9 H 2.0846 -0.5007 -0.3016
10 H -3.0514 -1.4815 -1.6611
11 H -2.6479 -2.0432 -0.0295
12 H -2.9385 -0.3180 -0.3279
13 H 1.2805 2.3203 0.4712
14 H -0.6038 -1.9692 -1.4655
15 H 2.6909 1.0172 -0.9951
16 H 0.1581 1.4728 2.5345
17 H -0.6610 1.3535 -0.1238
18 H -0.8940 -0.2630 -1.8430
19 H 3.3302 0.4478 0.5714

2.
Molecular formula: C31H49ClP2Ti
Method: DFT, wB97M-V/def2-TZVPD

Output
Largest force on an atom = 5.84 eV Å⁻¹
Lowest unoccupied orbital energy (spin up / spin down) = -0.3074 / -0.3072 hartree
Total charge = +2
Gap between HOMO and LUMO (spin up / spin down) = 4.413 / 4.416 eV

CARTESIAN COORDINATES (ANGSTROEM)
1 Ti -2.4982 -1.4554 -0.6478
2 Cl -0.6920 -1.3976 3.7928
3 P -1.5477 3.2556 0.7754
4 P 0.8096 -2.4223 1.3340
5 C 3.4829 3.2658 0.2988
6 C 2.5615 0.6842 2.7130
7 C -1.7761 3.7441 2.5221
8 C -2.9791 4.1374 0.0460
9 C 0.9871 3.1025 -1.5604
10 C -2.9718 -3.9698 -1.8410
11 C 2.2031 0.9515 -2.3285
12 C -2.7898 -3.4222 -0.4437
13 C -2.4912 -1.5089 -2.5993
14 C 1.2584 2.0733 4.2012
15 C 0.2926 1.0606 4.2475
16 C -5.0599 -2.2056 -0.4183
17 C -1.4067 0.3163 0.2337
18 C 2.3758 1.8845 3.3863
19 C 1.2504 0.4747 -3.3529
20 C 2.0761 2.1119 -1.5180
21 C 0.6569 -4.1861 1.7868
22 C 5.2884 0.7257 -0.2324
23 C 2.1206 -1.7660 2.3663
24 C 0.5191 -0.1656 3.6159
25 C 3.1999 2.1757 -0.6534
26 C -3.5940 -0.7346 -2.0641
27 C -2.6045 -2.9656 -3.0044
28 C 1.6266 -2.1963 -0.2998
29 C 1.7216 -0.4078 2.9182
30 C 3.9707 -0.9109 -2.5760
31 C 4.0257 1.0600 -0.9266
32 C 3.4313 0.3251 -1.9838
33 C -2.2616 1.4192 0.8105
34 C -4.9390 -1.3043 -1.7096
35 C -3.7860 -2.6238 0.2395
36 H -5.6533 -3.0858 -0.7087
37 H -5.6216 -0.4501 -1.5787
38 H -2.4318 1.2285 1.8875
39 H -1.6509 -3.2823 -3.4696
40 H -3.7593 -2.6147 1.3299
41 H 2.6116 -2.6880 -0.3477
42 H 1.3856 4.1250 -1.5479
43 H -1.5657 2.9027 3.1904
44 H 3.1501 2.6421 3.3080
45 H 2.2405 -2.5437 3.1304
46 H -3.5188 0.3621 -2.1563
47 H 3.4374 0.5207 2.0725
48 H 1.0919 -0.6131 -3.2726
49 H -3.5245 3.4845 -0.6456
50 H -3.6271 4.4671 0.8695
51 H 3.0386 -1.6937 1.7623
52 H -5.3472 -1.8703 -2.5639
53 H -0.7157 0.6387 -0.5605
54 H 3.5110 -1.1315 -3.5430
55 H 0.3122 3.0323 -0.6867
56 H 1.2318 -4.8101 1.0914
57 H -0.8487 -0.2234 1.0226
58 H 3.1325 4.2199 -0.1176
59 H -2.0968 -3.9873 0.1839
60 H 5.0552 -0.8587 -2.7201
61 H 2.9940 3.1290 1.2742
62 H 3.7836 -1.7767 -1.9285
63 H -0.4171 -4.4355 1.7090
64 H -1.0248 4.5250 2.7060
65 H -5.6969 -1.6776 0.3082
66 H 4.5637 3.3339 0.4780
67 H -2.3119 -4.8470 -1.9745
68 H 5.8875 1.6320 -0.0748
69 H 0.9508 -2.5476 -1.0919
70 H 1.1876 2.9591 4.8381
71 H 0.9825 -4.3685 2.8199
72 H 1.7846 -1.1232 -0.4610
73 H -2.7889 4.1348 2.6867
74 H 1.6107 0.6827 -4.3770
75 H 5.1152 0.2695 0.7553
76 H -1.6546 -0.9467 -3.0476
77 H 0.3690 2.9916 -2.4536
78 H -3.3557 -3.0949 -3.8064
79 H -2.5766 4.9980 -0.5042
80 H 5.8731 0.0119 -0.8210
81 H 0.2761 0.9659 -3.2385
82 H -3.2548 1.4546 0.3216
83 H -0.6089 1.2159 4.8356
84 H -3.9862 -4.3825 -2.0112

3.
Molecular formula: C5H11NS
Method: DFT, wB97M-V/def2-TZVPD

Output
Largest force on an atom = 4.79 eV Å⁻¹
Lowest unoccupied orbital energy = -0.0181 hartree
Total charge = 0
ΔE to the lowest compared entry with this formula, charge and spin = 464.57 kJ/mol
Gap between HOMO and LUMO = 8.062 eV

CARTESIAN COORDINATES (ANGSTROEM)
1 S -1.1083 3.7671 -0.6688
2 N -2.2763 3.3994 0.1340
3 C 1.2196 0.1367 1.1077
4 C 0.1305 0.5819 0.1890
5 C -0.2624 -0.1191 -1.0814
6 C -1.2173 -1.2841 -0.8348
7 C 1.2708 1.5414 0.4903
8 H -0.8498 -1.9872 -0.0852
9 H -0.7250 0.6071 -1.7090
10 H -2.0710 -0.7156 -0.2698
11 H 2.0034 1.7115 -0.3405
12 H 1.5081 2.4741 1.0986
13 H 0.6436 -0.4064 -1.7129
14 H -0.3474 2.5214 -0.6317
15 H 0.8888 0.2180 2.1304
16 H 1.8630 -0.7085 0.6876
17 H -1.7883 -1.5546 -1.6659
18 H -0.7315 0.7714 0.8445

4.
Molecular formula: C3IO2
Method: DFT, wB97M-V/def2-TZVPD

Output
Largest force on an atom = 5.17 eV Å⁻¹
Lowest unoccupied orbital energy = 0.1085 hartree
Total charge = -1
ΔE to the lowest compared entry with this formula, charge and spin = 249.10 kJ/mol
Gap between HOMO and LUMO = 7.344 eV

CARTESIAN COORDINATES (ANGSTROEM)
1 I -2.2380 2.4501 -2.0745
2 O 1.1740 -2.2880 0.9347
3 O 1.9946 -0.1284 1.0340
4 C -1.3822 0.9634 -0.7754
5 C -0.9428 0.1323 -0.0245
6 C 1.3944 -1.1294 0.9057

Look up the largest force on an atom of the third one.
4.79 eV Å⁻¹

Which of these has the highest largest force on an atom?
C31H49ClP2Ti

Which of these has the lowest total charge?
C3IO2

Which of these has the lowest total charge?
C3IO2